Entry from the Open Molecules 2025 dataset: a 16-piece molecular cluster, C82H212N16O25 overall (ωB97M-V/def2-TZVPD).

CARTESIAN COORDINATES (ANGSTROEM)
C (2.13876, 4.64994, -0.78565)
C (3.09848, 4.39546, 0.38779)
C (3.55781, 5.67883, 1.10640)
O (4.52574, 5.36259, 2.04153)
C (5.48935, 6.39439, 2.23316)
N (2.37317, 3.49677, 1.30200)
H (1.20689, 5.18929, -0.42699)
H (1.89093, 3.65124, -1.23214)
H (2.63089, 5.36694, -1.48381)
H (3.94451, 3.85877, -0.02396)
H (2.66257, 6.11420, 1.55372)
H (3.98825, 6.37292, 0.38406)
H (6.26430, 5.88088, 2.85744)
H (5.10654, 7.39677, 2.65162)
H (5.88654, 6.54492, 1.26421)
H (1.96303, 2.71379, 0.86319)
H (2.90676, 3.02114, 2.07343)
C (0.39442, -2.92561, 5.86072)
C (-0.63858, -3.70388, 4.97164)
C (-1.24761, -2.63345, 4.09142)
O (-1.68418, -1.56341, 4.98423)
C (-2.23978, -0.52771, 4.23388)
N (-0.10019, -4.76774, 4.14205)
H (-0.09312, -2.09939, 6.40196)
H (1.24742, -2.55473, 5.27634)
H (0.84748, -3.57434, 6.60087)
H (-1.49609, -4.12154, 5.58688)
H (-2.00598, -2.92941, 3.28349)
H (-0.50628, -2.17651, 3.44366)
H (-2.87003, -0.90776, 3.43550)
H (-1.52253, -0.00073, 3.69159)
H (-2.87805, 0.13690, 4.88559)
H (0.05104, -5.62485, 4.74240)
H (0.85877, -4.52810, 3.93616)
C (3.84859, 0.93498, -1.59358)
C (3.65852, -0.60482, -1.35402)
C (3.53546, -1.15479, -2.77497)
O (2.85232, -2.42013, -2.74071)
C (2.89548, -3.18239, -3.99103)
N (4.86931, -1.24026, -0.81238)
H (4.81430, 1.01528, -2.01038)
H (3.89049, 1.51785, -0.66722)
H (3.12145, 1.29819, -2.19322)
H (2.74283, -0.76061, -0.80234)
H (4.51302, -1.16063, -3.12374)
H (2.98747, -0.44028, -3.39361)
H (2.69077, -4.27112, -3.73570)
H (3.92452, -3.14762, -4.37944)
H (2.19869, -2.77322, -4.73711)
H (5.07634, -1.05203, 0.16168)
H (4.75341, -2.22457, -0.84545)
C (-3.18483, -2.65045, -4.16116)
C (-3.77953, -1.53470, -4.93262)
C (-2.93624, -1.04672, -6.12862)
O (-3.55312, 0.11188, -6.65273)
C (-2.94539, 1.30547, -6.18586)
N (-5.10341, -1.89355, -5.35047)
H (-2.19030, -2.50103, -3.81071)
H (-3.29052, -3.62160, -4.72442)
H (-3.84093, -2.84059, -3.28591)
H (-3.87703, -0.62223, -4.26340)
H (-2.87966, -1.79976, -6.93274)
H (-1.89106, -0.79131, -5.90392)
H (-1.88008, 1.27067, -6.46760)
H (-3.01077, 1.29586, -5.12642)
H (-3.36429, 2.20284, -6.59922)
H (-5.44589, -1.26233, -6.04325)
H (-4.98297, -2.80345, -5.76367)
C (-5.24613, 1.19816, -1.39779)
C (-6.67744, 1.43752, -1.80929)
C (-6.90362, 1.04563, -3.25072)
O (-5.80423, 1.56590, -3.99984)
C (-6.21216, 1.87760, -5.30476)
N (-7.66547, 0.72445, -1.01031)
H (-4.89115, 0.17754, -1.61490)
H (-5.23072, 1.34571, -0.33032)
H (-4.55901, 1.84029, -1.90963)
H (-6.94763, 2.48861, -1.75759)
H (-7.83089, 1.49499, -3.56536)
H (-6.98727, -0.06122, -3.32463)
H (-5.37875, 1.66475, -5.93718)
H (-6.63318, 2.91994, -5.37830)
H (-6.97407, 1.18251, -5.56096)
H (-7.66964, -0.30483, -1.15495)
H (-7.45711, 0.82564, 0.01258)
C (-7.18030, -4.15329, -0.52447)
C (-6.81685, -3.73353, -1.89400)
C (-6.58067, -4.86451, -2.91225)
O (-5.80186, -5.92360, -2.37494)
C (-5.35755, -6.70157, -3.50009)
N (-7.71491, -2.67844, -2.45090)
H (-6.49426, -4.98279, -0.32179)
H (-8.26485, -4.42498, -0.41680)
H (-7.01780, -3.32076, 0.18901)
H (-5.84840, -3.19212, -1.75893)
H (-6.06205, -4.56353, -3.82828)
H (-7.56490, -5.28139, -3.28060)
H (-6.12870, -6.94882, -4.22770)
H (-4.90232, -7.56109, -3.01802)
H (-4.68552, -6.08478, -4.09747)
H (-8.69374, -2.90088, -2.46210)
H (-7.35498, -2.28972, -3.32853)
C (-1.48734, -2.13573, -0.86454)
C (-1.96244, -2.79598, 0.47029)
C (-3.15610, -3.66849, 0.27151)
O (-4.31034, -2.93325, -0.12648)
C (-4.85319, -2.01190, 0.86649)
N (-0.83119, -3.69377, 0.77681)
H (-0.73155, -1.45870, -0.57681)
H (-2.32760, -1.60542, -1.32607)
H (-1.10471, -2.94973, -1.48183)
H (-2.14006, -2.08343, 1.31492)
H (-3.44872, -4.16934, 1.21517)
H (-2.95754, -4.37224, -0.58168)
H (-4.16599, -1.24005, 1.12752)
H (-5.03156, -2.56411, 1.80113)
H (-5.77144, -1.66542, 0.42189)
H (0.03902, -3.23255, 0.52675)
H (-0.85998, -4.11210, 1.71993)
C (-5.12506, -6.01231, 2.99626)
O (-4.27366, -7.11719, 2.87697)
C (-3.04164, -6.91099, 2.19238)
C (-3.16264, -7.04071, 0.70581)
N (-1.83106, -6.69505, 0.22383)
C (-1.47964, -7.09390, -1.13519)
C (-0.93672, -8.54613, -1.22572)
O (-0.88997, -8.89130, -2.58863)
C (-0.69509, -10.32352, -2.80771)
H (-5.70930, -5.74771, 2.09500)
H (-4.56319, -5.15108, 3.36120)
H (-5.83391, -6.24998, 3.79486)
H (-2.34977, -7.71649, 2.51778)
H (-2.65998, -5.85328, 2.41118)
H (-3.86964, -6.31662, 0.24795)
H (-3.41352, -8.04326, 0.46924)
H (-1.54426, -5.79906, 0.54816)
H (-0.68445, -6.41950, -1.54906)
H (-2.28839, -7.01924, -1.85670)
H (-1.56977, -9.19235, -0.59350)
H (0.08316, -8.49646, -0.78609)
H (-1.74404, -10.82918, -2.61974)
H (0.00834, -10.69825, -2.05483)
H (-0.29110, -10.59682, -3.76932)
C (2.27080, -0.86332, 1.87659)
O (1.08133, -0.66815, 1.10903)
C (0.34255, 0.45720, 1.64535)
C (-0.62092, 1.05603, 0.59941)
N (0.17098, 1.18093, -0.60029)
C (-0.39028, 1.94746, -1.75129)
C (-1.17045, 0.97684, -2.70807)
O (-0.23342, 0.23951, -3.50258)
C (0.55755, 1.06418, -4.36067)
H (2.92939, 0.00596, 1.83346)
H (2.74588, -1.66203, 1.34319)
H (1.98265, -1.16314, 2.87217)
H (1.11137, 1.20544, 1.89988)
H (-0.15106, 0.22536, 2.60272)
H (-1.03921, 1.97036, 0.82609)
H (-1.53173, 0.45347, 0.35107)
H (0.42031, 0.24764, -0.93389)
H (0.42622, 2.42739, -2.29991)
H (-1.20662, 2.61261, -1.39295)
H (-1.81440, 1.62133, -3.28474)
H (-1.65465, 0.20706, -2.05009)
H (1.02001, 1.73798, -3.68860)
H (-0.00178, 1.55293, -5.15831)
H (1.27108, 0.37371, -4.74215)
C (-2.77887, 4.29369, -3.52678)
O (-1.48516, 4.09812, -4.00524)
C (-0.63742, 5.23613, -3.99831)
C (0.50465, 5.10946, -4.96352)
N (1.57035, 4.25031, -4.51802)
C (2.35979, 4.01424, -5.67228)
C (3.66025, 3.34225, -5.26486)
O (4.29185, 4.11336, -4.32707)
C (5.48970, 3.54264, -3.85265)
H (-2.77004, 4.44710, -2.45581)
H (-3.37910, 3.38116, -3.76838)
H (-3.23182, 5.12877, -4.05282)
H (-0.17116, 5.38255, -3.01994)
H (-1.20404, 6.15671, -4.17029)
H (0.84088, 6.15647, -5.20301)
H (0.12069, 4.67573, -5.92873)
H (2.07284, 4.60934, -3.72631)
H (2.62928, 4.96521, -6.22434)
H (1.83624, 3.30993, -6.33474)
H (4.18814, 3.17679, -6.22338)
H (3.49741, 2.33442, -4.87938)
H (5.70636, 3.99334, -2.94682)
H (6.33939, 3.73556, -4.51915)
H (5.37681, 2.48915, -3.73082)
C (2.57543, 1.39144, 5.02940)
O (2.02807, 2.70131, 5.25176)
C (3.06841, 3.68086, 4.99297)
C (2.85487, 4.74423, 6.00717)
N (3.62825, 5.90644, 5.65121)
C (3.46445, 6.93570, 6.64799)
C (4.44284, 8.00066, 6.36504)
O (4.13627, 8.63870, 5.14161)
C (4.89111, 9.83421, 5.01226)
H (3.13152, 1.28050, 4.06065)
H (1.82272, 0.63280, 5.14081)
H (3.28759, 1.06411, 5.76386)
H (3.03689, 4.12681, 3.99976)
H (4.02871, 3.18544, 5.11628)
H (3.10433, 4.35408, 7.02166)
H (1.78589, 4.91546, 6.14734)
H (3.38435, 6.19669, 4.71107)
H (3.72715, 6.52845, 7.62513)
H (2.40932, 7.31904, 6.79686)
H (5.54155, 7.48902, 6.32628)
H (4.40691, 8.74235, 7.15655)
H (5.95349, 9.64632, 5.09040)
H (4.81091, 10.54775, 5.86961)
H (4.59367, 10.24144, 4.04019)
C (8.89094, 1.12051, -2.30623)
O (7.76394, 1.48702, -1.50566)
C (8.03938, 2.49661, -0.55884)
C (6.89173, 2.74728, 0.38591)
N (6.54901, 1.43898, 0.94955)
C (5.48063, 1.40257, 1.94482)
C (5.85768, 0.21876, 2.84388)
O (5.81549, -1.00740, 2.19232)
C (7.08786, -1.63411, 2.07296)
H (8.51326, 0.47632, -3.07809)
H (9.59757, 0.55972, -1.73778)
H (9.46515, 1.92810, -2.69228)
H (8.30582, 3.37637, -1.06827)
H (8.86478, 2.18415, 0.02886)
H (6.00828, 3.11348, -0.09087)
H (7.20377, 3.41283, 1.16846)
H (6.38964, 0.77300, 0.23458)
H (4.45346, 1.35756, 1.60734)
H (5.46969, 2.28600, 2.55969)
H (5.16417, 0.17268, 3.67021)
H (6.84884, 0.46213, 3.08591)
H (7.56706, -1.99589, 2.99863)
H (7.84196, -0.94659, 1.62277)
H (6.85520, -2.50181, 1.39406)
C (7.82708, -3.32223, -4.07516)
O (7.46125, -2.01296, -4.38713)
C (6.66136, -1.80473, -5.53045)
C (6.14632, -0.33584, -5.48600)
N (5.21286, -0.06453, -6.51212)
C (3.93473, -0.61164, -6.59260)
C (3.04843, 0.22634, -7.46441)
O (2.00228, -0.65419, -7.92763)
C (0.81864, 0.06328, -8.13584)
H (8.23541, -3.90274, -4.90055)
H (6.95897, -3.85076, -3.67253)
H (8.66484, -3.15503, -3.35242)
H (5.80925, -2.43076, -5.51271)
H (7.22781, -2.02608, -6.52320)
H (6.99295, 0.30922, -5.63289)
H (5.79161, -0.21487, -4.44907)
H (5.55263, 0.28671, -7.41618)
H (3.45518, -0.61808, -5.59822)
H (3.96461, -1.72561, -6.80534)
H (3.59054, 0.65759, -8.32848)
H (2.66283, 1.09675, -6.86653)
H (0.16157, -0.65461, -8.61200)
H (0.89228, 1.01366, -8.61047)
H (0.25488, 0.37157, -7.26734)
C (-5.12197, 6.05067, 4.76821)
O (-5.69380, 5.36805, 5.90184)
C (-5.92269, 4.01320, 5.75766)
C (-6.85864, 3.66524, 4.53583)
N (-6.16888, 3.34529, 3.33377)
C (-5.38186, 2.16155, 3.41304)
C (-6.17138, 0.85747, 3.49858)
O (-7.21260, 0.95194, 2.58099)
C (-8.48863, 0.34769, 2.84414)
H (-5.69470, 5.77109, 3.84629)
H (-4.13547, 5.69502, 4.59113)
H (-5.11532, 7.12810, 4.97615)
H (-6.43655, 3.82074, 6.75263)
H (-4.99265, 3.43781, 5.66747)
H (-7.48095, 4.52984, 4.27765)
H (-7.60907, 2.93244, 4.77687)
H (-6.92434, 3.22419, 2.67210)
H (-4.60105, 2.19518, 4.17800)
H (-4.86429, 2.13775, 2.43026)
H (-6.60233, 0.56505, 4.51341)
H (-5.47009, 0.09029, 3.21225)
H (-8.58507, -0.66950, 2.50859)
H (-9.28543, 0.94877, 2.41177)
H (-8.67242, 0.22866, 3.97961)
C (-4.11326, 4.60492, 0.63119)
O (-2.79537, 4.08728, 0.36148)
C (-1.67067, 5.01747, 0.19178)
C (-1.07760, 5.63128, 1.43057)
N (-0.65081, 4.67866, 2.44777)
C (-1.63595, 3.87902, 3.13594)
C (-1.22842, 3.69767, 4.59796)
O (-2.20633, 2.96464, 5.27107)
C (-1.79043, 2.50966, 6.55978)
H (-4.80672, 3.78455, 0.61737)
H (-4.52559, 5.27781, -0.13632)
H (-4.16714, 5.03570, 1.63674)
H (-1.89836, 5.86897, -0.46794)
H (-0.90199, 4.42278, -0.28311)
H (-1.85062, 6.21424, 1.89724)
H (-0.24163, 6.32392, 1.03606)
H (0.30178, 4.31049, 2.32833)
H (-1.86533, 2.89191, 2.59887)
H (-2.57832, 4.37565, 3.16812)
H (-0.91405, 4.63730, 5.06821)
H (-0.30867, 3.02815, 4.56249)
H (-2.44349, 1.67988, 6.85412)
H (-1.93399, 3.23703, 7.41588)
H (-0.75198, 2.27626, 6.49019)
C (0.96211, -9.25287, 3.91218)
O (1.74275, -8.66201, 2.90008)
C (0.91176, -7.68508, 2.26958)
C (1.84310, -6.58596, 1.72837)
N (2.54522, -5.83407, 2.80461)
C (3.47384, -4.94964, 2.12783)
C (4.30148, -4.21733, 3.17334)
O (3.41599, -3.37300, 3.86735)
C (3.95283, -2.91948, 5.12606)
H (0.02309, -9.55905, 3.48144)
H (0.75451, -8.63214, 4.83572)
H (1.44206, -10.11004, 4.37115)
H (0.18923, -7.22031, 2.90964)
H (0.48817, -8.19364, 1.39078)
H (1.29122, -5.90055, 1.12431)
H (2.65048, -7.08482, 1.15332)
H (3.11478, -6.50580, 3.30265)
H (2.92471, -4.10975, 1.62983)
H (4.16310, -5.37374, 1.42630)
H (5.16456, -3.70808, 2.68204)
H (4.74117, -4.96218, 3.86883)
H (4.85141, -2.25397, 5.00030)
H (4.21707, -3.76778, 5.69048)
H (3.20551, -2.29635, 5.66467)

Calculated values
**LUMO energy**: 0.020 hartree
**HOMO-LUMO gap**: 8.477 eV
**Energy above the lowest of the compared OMol25 structures with the same formula, charge and spin**: 493.47 kJ/mol
**E**: -6007.7964 Ha
**Spin multiplicity**: 1
**Strongest force on any atom**: 4.4 eV/Å

Atom charges from the Löwdin analysis, given in e for atoms 1 to 6: -0.05 -0.40 -0.22 -0.22 -0.09 0.07